{"formula": "C34H37AlGeN3OSSb", "method": "ωB97M-V/def2-TZVPD", "charge": 4, "max_force_ev_per_a": 0.14, "homo_ev": -16.0, "multiplicity": 1, "lumo_energy_ev": -10.1, "orbital_gap_ev": 5.864, "e_above_lowest_kcal_mol": 0.0, "elements": ["Al", "C", "C", "C", "C", "C", "C", "N", "Sb", "C", "C", "C", "C", "C", "C", "N", "C", "C", "C", "C", "C", "C", "N", "H", "H", "H", "H", "H", "H", "H", "H", "H", "H", "H", "H", "H", "H", "H", "H", "H", "H", "O", "S", "C", "C", "C", "C", "H", "H", "H", "H", "H", "H", "H", "H", "Ge", "C", "C", "C", "C", "C", "C", "C", "C", "C", "C", "C", "C", "H", "H", "H", "H", "H", "H", "H", "H", "H", "H", "H"], "coordinates": [[-1.81620, -2.53392, -3.77995], [-2.14348, 0.65446, -4.75722], [-3.13236, -0.33977, -5.28448], [-4.07823, 0.08250, -6.21103], [-5.13678, -0.73176, -6.55614], [-5.28241, -1.95284, -5.89970], [-4.31250, -2.35624, -5.01353], [-3.20263, -1.59578, -4.76491], [-4.69000, -4.09475, -3.78776], [-2.83942, -5.03909, -4.38423], [-2.88263, -6.30442, -4.91952], [-1.68810, -6.99373, -5.12984], [-0.50872, -6.43030, -4.68619], [-0.50687, -5.16748, -4.10876], [0.72728, -4.67636, -3.41657], [-1.65503, -4.44327, -4.05007], [-3.76419, -3.16168, -2.02566], [-4.48290, -3.28187, -0.85835], [-3.98768, -2.71626, 0.31777], [-2.78453, -2.04290, 0.28826], [-2.07631, -1.93528, -0.90126], [-0.75266, -1.23339, -0.95669], [-2.56847, -2.48977, -2.03188], [-1.87025, 1.37227, -5.52946], [-2.63232, 1.22319, -3.96124], [-1.23931, 0.21279, -4.35282], [-3.99109, 1.07683, -6.62790], [-5.87191, -0.40394, -7.28030], [-6.15476, -2.56862, -6.07616], [-3.83077, -6.76468, -5.16555], [-1.69180, -7.97625, -5.58474], [0.42119, -6.97927, -4.74859], [1.62437, -5.03319, -3.91903], [0.78150, -3.59659, -3.29939], [0.73635, -5.10435, -2.40992], [-5.42769, -3.80994, -0.84831], [-4.54543, -2.80508, 1.24130], [-2.38039, -1.59236, 1.18387], [-0.61318, -0.61743, -0.07199], [0.06171, -1.96233, -0.98017], [-0.66879, -0.58227, -1.82993], [-0.28641, -1.82759, -4.32742], [0.72541, -2.27567, -5.47732], [0.55250, -1.03353, -6.77983], [1.48909, 0.11328, -6.41811], [2.75627, -0.56031, -5.90200], [2.30781, -1.60190, -4.87557], [-0.50660, -0.80181, -6.88474], [0.87725, -1.55888, -7.68302], [1.04306, 0.74990, -5.65116], [1.68142, 0.73043, -7.29457], [3.44390, 0.14121, -5.43192], [3.29291, -1.04163, -6.72071], [2.04314, -1.15582, -3.91494], [3.00157, -2.42597, -4.72100], [3.76187, 5.03426, 8.25846], [2.60726, 6.50815, 8.29004], [1.67528, 6.72663, 9.31655], [0.92605, 7.88639, 9.32493], [1.10736, 8.83617, 8.32338], [2.02327, 8.62779, 7.30012], [2.76878, 7.46292, 7.27449], [4.16672, 3.82262, 9.62428], [5.10367, 2.81788, 9.33457], [5.50341, 1.94271, 10.32721], [4.97714, 2.06753, 11.60730], [4.05170, 3.06334, 11.90663], [3.64489, 3.94196, 10.92246], [4.55799, 4.85189, 6.97061], [1.52789, 5.99467, 10.09904], [0.20618, 8.06019, 10.11267], [0.52747, 9.74941, 8.34348], [2.15666, 9.37453, 6.52979], [3.48403, 7.30192, 6.47636], [5.52508, 2.72988, 8.34012], [6.23076, 1.17236, 10.11209], [5.29822, 1.38753, 12.38527], [3.66083, 3.15584, 12.91038], [2.94354, 4.72681, 11.17012]], "atomic_forces_ev_per_a": [[-0.05, 0.04, 0.00], [0.03, -0.03, -0.06], [-0.02, 0.00, 0.01], [-0.02, 0.00, 0.00], [0.00, 0.02, 0.00], [0.00, -0.02, 0.01], [0.02, -0.02, 0.00], [0.03, 0.04, 0.03], [-0.01, 0.01, -0.01], [-0.02, -0.04, 0.02], [0.02, 0.00, -0.01], [0.00, 0.02, 0.00], [-0.01, -0.02, 0.03], [0.01, 0.03, 0.00], [0.03, -0.04, 0.06], [-0.01, 0.04, -0.07], [0.01, 0.00, -0.01], [0.00, 0.00, 0.01], [0.00, -0.01, -0.02], [0.00, 0.01, 0.01], [-0.02, 0.01, 0.03], [-0.06, -0.07, -0.09], [0.07, 0.00, -0.01], [0.01, -0.01, 0.00], [0.00, 0.00, 0.00], [0.04, -0.04, 0.02], [0.01, 0.00, 0.00], [0.00, 0.00, 0.00], [0.00, 0.00, 0.00], [0.00, 0.00, 0.00], [0.00, 0.00, 0.00], [0.00, 0.00, 0.00], [0.01, 0.02, -0.01], [-0.05, -0.08, 0.09], [0.02, -0.03, -0.01], [0.00, 0.00, 0.00], [0.00, 0.00, 0.00], [0.00, 0.00, 0.00], [0.01, 0.00, 0.00], [0.01, 0.01, -0.01], [-0.02, -0.03, -0.03], [-0.03, 0.00, -0.10], [-0.01, 0.11, -0.05], [-0.01, 0.00, 0.05], [0.01, 0.01, -0.02], [0.00, 0.00, -0.01], [-0.02, 0.01, -0.01], [-0.03, 0.02, 0.00], [0.01, 0.00, 0.01], [0.00, 0.00, 0.00], [0.00, 0.00, 0.00], [-0.01, 0.01, 0.00], [0.01, 0.00, 0.01], [0.03, 0.00, 0.01], [-0.01, -0.01, -0.01], [0.07, 0.08, 0.10], [0.00, 0.00, 0.03], [0.00, 0.01, 0.00], [0.00, 0.00, 0.00], [0.00, 0.00, 0.00], [0.00, 0.00, 0.00], [0.00, -0.01, 0.00], [0.00, 0.01, 0.02], [-0.01, 0.00, 0.00], [0.00, 0.00, 0.01], [0.00, 0.00, 0.00], [0.00, 0.00, 0.00], [0.01, 0.00, 0.00], [-0.01, -0.01, -0.01], [0.00, 0.00, 0.00], [0.00, 0.00, 0.00], [0.00, 0.00, 0.00], [0.00, 0.00, 0.00], [0.00, 0.00, 0.00], [0.00, 0.00, 0.00], [0.00, 0.00, 0.00], [0.00, 0.00, 0.00], [0.00, 0.00, 0.00], [0.00, 0.00, 0.00]], "mulliken_charge": [-2.851, -1.130, 1.113, -0.912, -0.479, -0.790, 0.290, 0.942, 0.980, 0.241, -0.763, -0.492, -0.977, 1.319, -1.341, 0.899, 0.133, -0.759, -0.519, -0.935, 1.417, -1.268, 1.029, 0.498, 0.400, -0.070, 0.528, 0.473, 0.477, 0.466, 0.476, 0.529, 0.473, 0.059, 0.396, 0.474, 0.461, 0.526, 0.520, 0.255, 0.201, -0.314, 0.374, -0.558, -0.477, -0.791, -0.535, 0.257, 0.532, 0.204, 0.453, 0.381, 0.345, 0.293, 0.546, 1.072, 0.593, -0.162, -0.747, -0.369, -0.655, -0.381, 0.636, -0.345, -0.677, -0.351, -0.802, -0.111, -0.048, 0.254, 0.402, 0.404, 0.388, 0.281, 0.272, 0.389, 0.408, 0.397, 0.153]}